[1]
The following is a quantum chemistry calculation of C28H31Cl5MnNP as an isolated structure, from the OMol25 dataset.

Properties
<S²>: 6.254
Charge: +1
LUMO (alpha / beta) (eV): -5.0 / -3.3
Multiplicity: 5
HOMO energy (alpha / beta) (eV): -10.69 / -10.97

Each line ends with the Mulliken charge.
Cartesian coordinates (Å):
1 Mn -0.1062 -0.2248 -0.1288  -0.545
2 Cl 0.4634 -2.4246 -0.4621  -0.356
3 C 1.7592 -1.5314 -1.3817  1.772
4 C 1.6227 -0.1756 -1.2863  -1.906
5 C 2.6271 0.5540 -1.8900  1.578
6 Cl 2.5917 2.2795 -1.7774  -0.152
7 C 3.6762 -0.0742 -2.5670  -0.269
8 Cl 4.9106 0.8550 -3.2995  -0.158
9 C 3.7304 -1.4745 -2.6485  0.831
10 Cl 5.0011 -2.2549 -3.4788  -0.154
11 C 2.7447 -2.2420 -2.0332  -0.689
12 Cl 2.7349 -3.9503 -2.0700  -0.183
13 C 1.2688 1.7559 2.6166  -1.329
14 C 0.6420 0.5296 3.2932  0.443
15 C 1.7185 -0.5105 3.6241  -1.492
16 P -0.7015 -0.1070 2.2141  0.771
17 C -1.6207 -1.4765 3.0160  0.618
18 C -2.9493 -1.6635 2.2716  -1.404
19 C -0.8459 -2.8007 3.0372  -1.268
20 C -1.8637 1.2462 2.0878  -0.681
21 C -2.6575 1.6936 3.1435  -0.329
22 C -3.5361 2.7492 2.9765  0.419
23 C -4.3942 3.2601 4.1060  -1.660
24 C -3.6058 3.3273 1.7072  -1.084
25 C -2.8214 2.9006 0.6500  -0.574
26 C -1.9273 1.8510 0.8415  0.248
27 N -1.1107 1.3496 -0.2048  0.657
28 C -1.0858 1.9745 -1.4815  -0.209
29 C -1.5949 1.2748 -2.5819  1.405
30 C -2.1550 -0.1259 -2.5100  -1.626
31 C -1.5886 1.8992 -3.8248  -0.853
32 C -1.0925 3.1801 -3.9995  0.629
33 C -1.1188 3.8448 -5.3521  -1.572
34 C -0.5770 3.8457 -2.8890  -0.964
35 C -0.5568 3.2696 -1.6314  1.281
36 C 0.0220 4.0423 -0.4715  -1.687
37 H 2.1080 2.1099 3.2180  0.643
38 H 0.5561 2.5745 2.5113  0.214
39 H 1.6637 1.5192 1.6254  0.133
40 H 0.1250 0.8460 4.2023  0.654
41 H 2.1312 -0.9718 2.7221  0.268
42 H 1.3552 -1.3017 4.2761  0.341
43 H 2.5428 -0.0183 4.1411  0.446
44 H -1.8137 -1.1452 4.0403  0.593
45 H -2.7834 -1.8310 1.2018  0.242
46 H -3.6111 -0.8067 2.3744  0.280
47 H -3.4634 -2.5457 2.6561  0.483
48 H -0.6449 -3.1558 2.0237  0.215
49 H -1.4550 -3.5629 3.5261  0.464
50 H 0.1016 -2.7461 3.5654  0.244
51 H -2.5921 1.2086 4.1145  0.287
52 H -4.1906 2.7233 5.0316  0.351
53 H -5.4552 3.1458 3.8782  0.355
54 H -4.2145 4.3202 4.2868  0.380
55 H -4.3021 4.1428 1.5390  0.421
56 H -2.9118 3.3677 -0.3222  0.566
57 H -2.2194 -0.5183 -1.4950  -0.037
58 H -1.5573 -0.8151 -3.1114  0.348
59 H -3.1734 -0.1573 -2.9003  0.486
60 H -1.9899 1.3652 -4.6811  0.447
61 H -1.2488 3.1148 -6.1504  0.388
62 H -0.1968 4.3982 -5.5343  0.388
63 H -1.9442 4.5585 -5.4160  0.292
64 H -0.1600 4.8407 -3.0159  0.469
65 H 0.8026 4.7198 -0.8178  0.586
66 H 0.4523 3.3870 0.2845  0.135
67 H -0.7453 4.6496 0.0153  0.409

=====

[2]
The following is a quantum chemistry calculation of C28H31ClF2IrN6O7S as an isolated structure, from the OMol25 dataset.

Properties
<S²>: 8.760
Charge: +2
LUMO (alpha / beta) (eV): -5.4 / -8.1
Multiplicity: 6
HOMO energy (alpha / beta) (eV): -13.89 / -14.31

Each line ends with the Mulliken charge.
Cartesian coordinates (Å):
1 Ir -0.4761 0.5801 -0.3787  4.164
2 O 3.2975 -1.4430 3.7216  -0.545
3 C 2.1670 -1.0912 4.3036  0.392
4 O 1.9042 -1.3740 5.4401  -0.551
5 C 1.1748 -0.3128 3.4893  0.080
6 C -0.0210 0.1871 4.0007  0.009
7 Cl -0.6569 0.1771 5.5578  -0.085
8 N -0.7044 0.7667 2.9938  0.490
9 N -0.0083 0.6731 1.8431  -0.396
10 C 1.1148 0.0149 2.1291  0.185
11 C 2.0552 -0.2279 0.9799  0.846
12 O 3.1365 -0.7452 1.1593  -0.834
13 O 1.6134 0.1709 -0.1797  -1.049
14 C -1.9489 1.4771 3.0575  -0.555
15 C -3.1218 0.8188 2.7213  -0.130
16 C -4.3206 1.5194 2.7587  -0.570
17 C -4.3307 2.8562 3.1403  -0.629
18 C -3.1491 3.4954 3.4951  -0.723
19 C -1.9459 2.8040 3.4564  -0.156
20 H 3.3681 -1.1363 2.7851  0.424
21 H -3.0954 -0.2305 2.4539  0.289
22 H -5.2475 1.0176 2.5143  0.472
23 H -5.2674 3.3953 3.1832  0.469
24 H -3.1662 4.5280 3.8162  0.471
25 H -1.0168 3.2778 3.7489  0.584
26 N 0.2241 2.8562 -0.3444  -0.714
27 C -0.9055 3.7568 -0.0466  -0.375
28 C -2.1222 3.2917 -0.8187  -0.683
29 N -2.4318 1.8963 -0.4355  -0.640
30 H 0.9692 2.9548 0.3388  0.249
31 H 0.6269 3.0734 -1.2524  0.252
32 H -0.6738 4.7937 -0.2926  0.471
33 H -1.1044 3.7024 1.0243  0.051
34 H -1.9202 3.3111 -1.8913  0.347
35 H -2.9668 3.9543 -0.6256  0.511
36 H -3.1163 1.4996 -1.0722  0.303
37 H -2.8591 1.8738 0.4895  -0.075
38 O 6.0269 0.5497 -3.4490  -0.518
39 C 5.2613 0.4335 -4.6204  -0.474
40 N 3.8900 0.4999 -4.1397  -0.024
41 C 2.8592 0.5414 -5.0015  0.242
42 O 2.9970 0.4725 -6.2057  -0.646
43 C 1.4630 0.6502 -4.4239  0.606
44 C 0.4067 0.6841 -5.3259  -0.518
45 C -0.8938 0.7463 -4.8505  -0.907
46 C -1.0966 0.7746 -3.4866  -0.410
47 N -0.0830 0.7457 -2.6096  -0.198
48 C 1.1742 0.6808 -3.0721  -0.710
49 H 6.9618 0.4720 -3.6634  0.332
50 H 5.4252 -0.5174 -5.1343  0.315
51 H 5.4387 1.2509 -5.3241  0.308
52 H 3.7943 0.6185 -3.1451  0.256
53 H 0.6345 0.6523 -6.3839  0.558
54 H -1.7390 0.7670 -5.5235  0.468
55 H -2.0976 0.8064 -3.0746  0.459
56 H 1.9372 0.6321 -2.3072  0.571
57 F 0.8292 -3.1198 -3.0153  -0.233
58 C 1.7553 -2.4072 -2.3877  0.123
59 F 2.0194 -2.9264 -1.1947  -0.208
60 H 2.6361 -2.1679 -2.9808  0.305
61 C -2.3916 -3.5955 -0.8307  -1.048
62 S -2.2748 -2.3092 0.3973  0.207
63 O -1.5754 -1.1760 -0.4286  -0.633
64 C -1.0876 -2.9775 1.5068  0.686
65 C -1.4825 -3.0842 2.8378  -0.446
66 C -0.6255 -3.6949 3.7429  -0.634
67 C 0.6014 -4.1807 3.3134  -0.606
68 C 0.9914 -4.0519 1.9814  -0.773
69 C 0.1466 -3.4514 1.0658  -0.078
70 H -1.4082 -3.7678 -1.2646  0.290
71 H -3.1011 -3.2641 -1.5859  0.456
72 H -2.7611 -4.4891 -0.3283  0.454
73 H -2.4552 -2.7278 3.1564  0.507
74 H -0.9170 -3.7959 4.7792  0.458
75 H 1.2693 -4.6503 4.0226  0.461
76 H 1.9540 -4.4269 1.6604  0.488
77 H 0.4428 -3.3589 0.0292  0.167

=====

[3]
The following is a quantum chemistry calculation of C28H31FeN4O3SSi as an isolated structure, from the OMol25 dataset.

Properties
<S²>: 0.925
LUMO (alpha / beta) (eV): -0.5 / -0.8
Multiplicity: 2
HOMO energy (alpha / beta) (eV): -7.30 / -7.76

Each line ends with the Mulliken charge.
Cartesian coordinates (Å):
1 Fe 0.4607 0.6220 -0.5024  -0.076
2 C 2.2020 -3.1084 0.7834  -1.459
3 C 0.8327 -2.6483 0.2748  1.365
4 C -1.6797 -3.0461 0.3493  -0.885
5 O 0.6455 -1.2566 0.6986  -0.070
6 C 1.4224 -1.5476 -1.9830  -0.315
7 O 2.4827 -1.6849 -2.5659  -0.647
8 O 0.6560 -0.5084 -2.0500  -0.537
9 H 2.2074 -3.1691 1.8770  0.508
10 H 2.9633 -2.4017 0.4558  0.267
11 H 2.4496 -4.0855 0.3760  0.369
12 H -2.4871 -3.4823 0.9397  0.517
13 H -1.7782 -3.4013 -0.6756  0.320
14 H -1.7820 -1.9603 0.3444  -0.158
15 H 1.0436 -1.1708 1.5729  0.222
16 C 4.5918 5.5445 1.1478  -1.073
17 Si 3.6176 5.0632 -0.3823  0.171
18 C 1.9591 5.9219 -0.3903  -1.042
19 C 4.5550 5.6446 -1.9041  -1.063
20 C 3.5965 3.1723 -0.4430  0.214
21 C 4.7834 2.5382 -0.7955  -0.013
22 C 4.8697 1.1565 -0.9184  -1.505
23 C 3.7329 0.4171 -0.6795  -0.006
24 N 2.5901 0.9827 -0.2887  -0.201
25 C 2.5060 2.3242 -0.1775  0.960
26 S 0.9023 2.8349 0.2707  -0.615
27 H 4.7064 6.6293 1.2116  0.323
28 H 5.5907 5.1030 1.1304  0.339
29 H 4.0919 5.2051 2.0572  0.334
30 H 2.1227 6.9980 -0.4929  0.318
31 H 1.3955 5.7411 0.5242  0.324
32 H 1.3443 5.5866 -1.2266  0.345
33 H 4.6312 6.7345 -1.9007  0.318
34 H 4.0390 5.3493 -2.8202  0.334
35 H 5.5701 5.2460 -1.9505  0.323
36 H 5.6661 3.1363 -0.9974  0.265
37 H 5.7885 0.6688 -1.2096  0.402
38 H 3.7305 -0.6562 -0.7994  0.367
39 N -8.9242 -1.8587 3.8070  -0.496
40 C -8.0389 -1.5268 3.1547  0.030
41 C -6.9243 -1.1189 2.3441  0.444
42 C -5.6255 -1.4034 2.7607  -1.024
43 C -4.5504 -1.0268 1.9792  0.112
44 C -4.7673 -0.3479 0.7857  0.743
45 C -6.0594 -0.0575 0.3693  -0.432
46 C -7.1360 -0.4477 1.1433  -0.871
47 N -3.6641 0.0454 -0.0102  0.328
48 C -3.6239 0.1346 -1.3900  -0.131
49 C -2.3676 0.5341 -1.7061  -0.971
50 N -1.6400 0.6999 -0.5493  0.062
51 C -2.4344 0.3858 0.4424  -0.591
52 H -5.4655 -1.9316 3.6903  0.430
53 H -3.5448 -1.2841 2.2825  0.372
54 H -6.2253 0.4884 -0.5492  0.451
55 H -8.1445 -0.2231 0.8252  0.452
56 H -4.4671 -0.1125 -2.0083  0.462
57 H -1.9307 0.7052 -2.6740  0.512
58 H -2.1765 0.4493 1.4859  0.453
59 C 0.0574 -5.6373 -0.2634  -0.324
60 C 0.2496 -5.1261 -1.5804  -0.763
61 C 0.5706 -3.8351 -1.9725  -0.512
62 C 0.8406 -2.7044 -1.2225  0.581
63 C -0.3188 -3.4492 0.9316  0.031
64 C -0.1413 -4.9321 0.8683  -1.010
65 H 0.0599 -6.7187 -0.1719  0.422
66 H 0.2013 -5.8532 -2.3817  0.390
67 H 0.7204 -3.7094 -3.0397  0.479
68 H -0.3057 -3.1557 1.9877  0.692
69 H -0.2435 -5.4751 1.8011  0.437

=====

Q: Which DFT total energy values were calculated for the entries above? A: -134245.179; -84426.316; -94742.032, in eV.